Entry 1:
72
Properties=species:S:1:pos:R:3 method="wB97M-V/def2-TZVPD" homo_energy_ev="-8.35 / -8.35" spin_multiplicity=2 orbital_gap_ev="8.041 / 8.177" energy_ha=-6915.56258 total_charge=0
Co -0.67 0.88 -0.42
N -3.15 -0.07 -1.11
N -4.07 0.39 -0.16
C -3.68 1.21 0.83
N -4.62 1.61 1.69
N -2.40 1.54 0.84
N -1.92 2.40 1.81
O -2.67 2.99 2.58
O -0.72 2.48 1.85
H -3.48 0.17 -2.04
H -3.01 -1.07 -1.00
H -4.99 -0.02 -0.13
H -5.58 1.34 1.59
H -4.33 2.28 2.40
O 0.24 4.53 -1.19
C 0.01 3.41 -1.58
O -0.87 2.61 -1.04
C 0.72 2.91 -2.82
C 0.05 2.17 -3.78
C 0.70 1.76 -4.94
C 2.04 2.05 -5.12
C 2.69 2.79 -4.15
C 2.06 3.25 -3.01
N 4.12 3.12 -4.35
O 4.66 2.68 -5.35
O 4.67 3.79 -3.51
H -0.99 1.93 -3.62
H 0.17 1.20 -5.69
H 2.58 1.72 -6.00
H 2.58 3.86 -2.29
Br -3.40 0.02 6.39
C -2.73 -0.55 4.72
C -3.40 -1.55 4.03
C -2.94 -1.92 2.77
C -1.83 -1.30 2.21
C -1.14 -0.34 2.95
C -1.59 0.05 4.20
C -1.43 -1.62 0.79
O -2.07 -2.48 0.18
O -0.44 -0.97 0.30
H -4.27 -2.02 4.46
H -3.44 -2.70 2.21
H -0.26 0.13 2.52
H -1.08 0.83 4.75
C 1.80 -3.63 1.04
C 2.19 -2.33 1.65
C 2.72 -2.16 2.90
C 3.01 -0.84 3.30
N 2.81 0.21 2.53
C 2.27 0.04 1.31
S 1.94 1.34 0.27
N 2.02 -1.23 0.89
C 3.55 -0.56 4.67
H 1.97 -4.45 1.74
H 2.37 -3.81 0.13
H 0.74 -3.61 0.77
H 2.88 -3.00 3.56
H 1.49 -1.32 0.03
H 4.02 -1.44 5.11
H 2.72 -0.26 5.32
H 4.25 0.26 4.63
Cl -1.17 -3.90 -3.65
C -0.16 -2.56 -3.23
C 1.21 -2.60 -3.45
C 1.95 -1.49 -3.08
C 1.31 -0.41 -2.50
N -0.01 -0.39 -2.28
C -0.73 -1.44 -2.65
H 1.67 -3.47 -3.89
H 3.02 -1.46 -3.25
H 1.86 0.46 -2.18
H -1.79 -1.42 -2.48

***

Entry 2:
8
Properties=species:S:1:pos:R:3 method="wB97M-V/def2-TZVPD" homo_energy_ev="-10.16 / -10.18" orbital_gap_ev="7.279 / 7.322" energy_ha=-337.18745 total_charge=0 e_above_lowest_kj_mol=622.2
C 1.66 0.17 -1.58
C -1.41 -0.27 0.90
N 2.68 0.53 -1.94
N -0.24 0.06 0.58
O 0.50 -0.16 -1.23
O 0.65 0.59 1.14
H -2.20 -0.76 0.26
H -1.64 -0.15 1.87

***

Entry 3:
79
Properties=species:S:1:pos:R:3 method="wB97M-V/def2-TZVPD" homo_energy_ev=-1.24 orbital_gap_ev=4.858 energy_ha=-14499.29761 total_charge=-2 e_above_lowest_kj_mol=0.0
Sn -1.37 0.75 0.48
Se -0.89 1.75 3.66
Se -1.72 3.91 3.32
Se -0.27 4.66 1.66
Se -0.99 3.51 -0.28
S -2.83 -1.78 2.25
C -3.78 -0.39 2.10
N -3.54 0.68 1.38
C -4.54 1.65 1.48
C -4.57 2.87 0.81
C -5.63 3.72 1.02
C -6.67 3.38 1.89
C -6.66 2.17 2.56
C -5.59 1.31 2.35
S -5.28 -0.26 3.01
H -3.75 3.14 0.15
H -5.66 4.67 0.50
H -7.49 4.07 2.05
H -7.46 1.90 3.24
N 1.33 0.29 -1.94
C 2.27 1.30 -2.05
C 2.84 1.67 -3.25
C 3.85 2.65 -3.29
C 4.29 3.27 -2.15
C 3.71 2.92 -0.90
C 4.08 3.52 0.33
C 3.45 3.15 1.47
C 2.41 2.17 1.41
N 2.06 1.59 0.30
C 2.70 1.95 -0.85
H 0.86 0.28 -1.04
H 0.69 0.19 -2.72
H 2.50 1.20 -4.16
H 4.28 2.92 -4.25
H 5.07 4.03 -2.19
H 4.86 4.28 0.33
H 3.68 3.61 2.42
H 1.87 1.90 2.31
C 2.05 -3.71 -0.80
C 0.74 -3.30 -1.46
S -0.46 -2.72 -0.24
O -1.39 -1.84 -1.02
C -1.35 -4.27 0.04
C -2.19 -4.70 -1.15
H 2.75 -4.12 -1.54
H 1.90 -4.47 -0.03
H 2.52 -2.84 -0.33
H 0.29 -4.12 -2.04
H 0.87 -2.44 -2.11
H -1.98 -4.05 0.90
H -0.59 -5.00 0.34
H -2.63 -3.82 -1.63
H -3.02 -5.33 -0.82
H -1.62 -5.25 -1.90
C -1.56 1.25 -5.30
S -0.93 -0.28 -4.59
C -2.35 -0.90 -3.77
C -2.99 -0.33 -2.72
S -2.68 1.20 -1.96
S -4.31 -1.30 -2.10
C -4.21 -2.63 -3.17
S -5.22 -3.97 -3.12
S -2.95 -2.44 -4.31
H -0.78 1.62 -5.97
H -1.77 1.97 -4.52
H -2.47 1.05 -5.88
N 1.27 -0.94 2.01
C 2.29 -1.10 2.52
C 3.55 -1.27 3.20
C 3.80 -2.40 3.97
C 5.02 -2.54 4.60
C 5.99 -1.56 4.47
C 5.75 -0.44 3.69
C 4.53 -0.28 3.05
H 3.02 -3.15 4.06
H 5.21 -3.42 5.21
H 6.94 -1.67 4.97
H 6.51 0.33 3.58
H 4.32 0.59 2.44

***

no.,largest force on an atom (hartree/bohr)
1,0.021
2,0.102
3,0.015